Entry 1:
# C49H52BrFN9OP

10 unconnected molecules or ions with the total composition C49H52BrFN9OP (ωB97M-V with the def2-TZVPD basis set, the OMol25 dataset).

XYZ file:
```
114
Properties=species:S:1:pos:R:3:forces:R:3
O 1.94119 3.30362 0.47129 0.02 -0.03 0.09
C 1.26241 2.95212 -0.43191 -0.13 -0.18 0.05
Br 0.29721 4.28586 -1.46500 -0.05 0.26 -0.21
C 1.04350 1.54863 -0.89183 0.48 -0.21 0.10
P -0.63776 1.06969 -1.51386 -0.14 0.16 -0.25
C -1.75473 1.64165 -0.15208 -0.18 -0.21 0.17
C -2.75013 2.71034 -0.59116 -0.19 -0.24 -0.22
F -2.77377 3.76313 0.31763 -0.01 0.17 0.15
H 1.34279 0.91263 -0.05704 -0.05 0.03 -0.09
H 1.74454 1.37781 -1.72000 -0.07 0.06 0.06
H -0.50046 -0.26295 -1.09719 -0.01 -0.06 0.05
H -2.29853 0.74212 0.15267 0.00 0.14 0.10
H -1.21211 1.98249 0.73282 0.03 0.01 -0.11
H -3.76518 2.30586 -0.62889 0.05 0.01 -0.02
H -2.51314 3.12366 -1.57421 0.07 0.04 0.09
C -7.28088 2.92624 0.31491 -0.03 -0.04 -0.01
C -8.53401 2.69989 -0.23278 0.00 0.02 0.01
C -8.86657 3.34943 -1.41277 0.02 -0.01 0.01
N -8.04468 4.17651 -2.05499 0.00 0.00 -0.03
C -6.84262 4.38074 -1.52099 -0.03 -0.03 0.01
C -6.41592 3.78469 -0.34263 0.09 -0.01 0.04
H -6.98087 2.43600 1.23268 0.00 0.00 0.00
H -9.24364 2.03588 0.24334 -0.01 0.01 0.00
H -9.83995 3.19685 -1.86665 0.00 0.00 0.00
H -6.18684 5.05347 -2.06290 0.00 0.01 0.01
H -5.42632 3.98456 0.04823 -0.01 0.05 -0.02
C -8.25484 -1.61477 2.63593 -0.03 0.02 0.06
C -8.42935 -0.97700 1.41861 -0.02 -0.01 -0.01
C -7.30387 -0.67660 0.66473 0.03 0.02 0.00
N -6.06123 -0.96172 1.05114 0.02 0.01 0.00
C -5.91054 -1.57457 2.22316 -0.02 0.00 -0.01
C -6.96910 -1.92317 3.04982 0.01 0.01 -0.04
H -9.11131 -1.86008 3.25118 0.02 0.00 0.02
H -9.41860 -0.71813 1.06235 -0.01 -0.01 0.00
H -7.40209 -0.17375 -0.29125 0.00 -0.01 0.00
H -4.89026 -1.79835 2.51653 0.00 0.00 0.00
H -6.78510 -2.42237 3.99155 0.00 0.01 0.00
C -13.23313 -3.38469 4.03731 0.01 0.01 0.00
C -13.85662 -2.18012 3.75442 0.00 -0.01 0.01
C -13.31434 -1.36746 2.76908 0.01 -0.02 0.01
N -12.22404 -1.68401 2.07438 0.04 0.03 -0.01
C -11.63747 -2.84584 2.35409 0.02 0.00 -0.03
C -12.09580 -3.72635 3.32263 -0.03 0.01 0.01
H -13.62559 -4.04425 4.80047 0.00 0.00 0.00
H -14.74599 -1.87011 4.28590 0.00 0.00 0.00
H -13.77722 -0.41764 2.52535 0.00 0.00 0.00
H -10.75187 -3.08040 1.77256 -0.02 -0.04 0.00
H -11.57206 -4.65442 3.50738 0.00 0.00 -0.01
C -0.25383 -3.89557 -5.11497 -0.01 -0.02 -0.03
C 0.41264 -4.12399 -3.92059 -0.01 0.00 -0.01
C 0.54135 -3.07573 -3.02190 -0.02 -0.01 -0.05
N 0.05808 -1.85496 -3.24283 0.09 0.00 0.03
C -0.58014 -1.64524 -4.39164 0.00 0.00 0.01
C -0.76148 -2.62813 -5.35393 0.00 0.01 0.00
H -0.38592 -4.68833 -5.84181 -0.02 -0.01 0.03
H 0.82494 -5.09635 -3.68693 0.00 0.00 0.00
H 1.05526 -3.22174 -2.07751 0.01 0.00 0.00
H -0.96388 -0.64153 -4.54261 0.00 0.00 -0.01
H -1.28992 -2.40133 -6.27047 0.00 0.00 0.00
C -3.50485 -6.43144 -9.56660 0.01 0.00 0.01
C -2.20857 -6.91984 -9.60277 -0.01 0.00 0.00
C -1.42186 -6.79310 -8.46751 -0.03 0.00 -0.01
N -1.84570 -6.22618 -7.34015 0.06 0.03 0.02
C -3.09262 -5.76076 -7.31774 0.00 0.00 -0.01
C -3.95805 -5.83895 -8.39891 0.00 -0.01 -0.01
H -4.14957 -6.51071 -10.43231 0.00 0.00 0.00
H -1.80959 -7.38947 -10.49147 0.00 0.00 0.00
H -0.40298 -7.16451 -8.46223 0.00 0.00 0.00
H -3.41439 -5.30250 -6.38854 0.00 0.00 0.00
H -4.96156 -5.44324 -8.32202 0.00 0.00 0.00
C 5.58352 4.10417 3.50303 0.01 -0.01 -0.01
C 4.67729 3.83463 2.49077 -0.03 -0.02 0.00
C 5.02062 4.16241 1.18685 0.04 0.05 -0.01
N 6.17874 4.72978 0.85363 0.01 -0.02 0.00
C 7.03816 4.98470 1.83706 -0.02 0.02 0.01
C 6.79392 4.69219 3.17039 -0.01 -0.02 0.00
H 5.35135 3.86323 4.53274 0.00 0.00 0.00
H 3.71458 3.38502 2.69319 -0.01 0.02 0.00
H 4.32623 3.96932 0.37888 0.01 0.00 0.00
H 7.97137 5.45250 1.54295 0.00 0.01 0.03
H 7.53654 4.91972 3.92322 0.00 0.01 0.00
C 0.68905 -0.79182 4.63117 0.00 0.01 -0.01
C -0.47296 -1.09131 3.93788 0.00 0.00 0.01
C -0.60882 -0.62172 2.64026 0.02 -0.01 0.00
N 0.32013 0.10360 2.02194 0.05 0.02 0.02
C 1.43166 0.38740 2.69881 -0.02 0.00 0.03
C 1.66324 -0.03603 3.99920 -0.01 -0.01 0.01
H 0.83187 -1.13970 5.64608 0.00 0.00 0.00
H -1.26198 -1.67662 4.39011 0.00 0.00 0.00
H -1.50530 -0.83825 2.06836 0.00 0.00 0.00
H 2.17064 0.98947 2.17836 -0.01 0.00 0.00
H 2.58532 0.22516 4.50029 0.00 0.00 0.00
C 12.34213 5.40606 1.12090 0.00 -0.02 0.01
C 13.12078 4.26213 1.06114 -0.04 0.03 0.01
C 12.50075 3.05317 0.77765 0.05 0.00 -0.04
N 11.19197 2.93064 0.56376 0.01 -0.04 0.03
C 10.45269 4.03691 0.62829 0.03 -0.04 -0.04
C 10.97858 5.29167 0.89904 -0.02 0.01 0.01
H 12.78780 6.36907 1.33543 0.00 0.00 0.00
H 14.18843 4.29682 1.23019 0.00 0.00 -0.01
H 13.08838 2.14376 0.71592 0.04 0.03 0.02
H 9.39110 3.90947 0.44679 0.00 0.01 -0.01
H 10.33214 6.15888 0.93121 0.00 0.00 -0.01
C 12.99195 -2.11991 3.18134 0.00 0.01 -0.01
C 14.35026 -1.86844 3.06732 0.00 0.00 0.00
C 14.76646 -0.86076 2.21020 -0.02 -0.01 0.00
N 13.93036 -0.12024 1.48610 0.01 0.04 -0.01
C 12.62813 -0.37233 1.60216 -0.05 -0.02 -0.01
C 12.11124 -1.35574 2.43368 0.02 -0.02 0.01
H 12.62769 -2.89667 3.84149 0.00 0.00 0.00
H 15.07669 -2.43858 3.63041 0.00 0.00 0.00
H 15.82184 -0.63673 2.09906 0.00 0.00 0.00
H 11.96253 0.24268 1.00484 -0.02 0.00 0.03
H 11.04252 -1.51134 2.48931 0.00 0.00 -0.01
```
Forces are in eV/Å.

The charge is 0. As for the energy above the lowest of the compared OMol25 structures with the same formula, charge and spin: 0.0 kcal/mol.


Entry 2:
# C49H52N7O4Ti

A molecular structure, C49H52N7O4Ti at a distorted geometry (ωB97M-V with the def2-TZVPD basis set, the OMol25 dataset).

XYZ file:
```
113
Properties=species:S:1:pos:R:3:forces:R:3
Ti 0.06170 -0.19750 -0.04620 0.44 1.05 1.01
C -0.09640 -0.31120 -4.17430 -0.12 0.10 0.08
C 0.19750 1.10130 -3.66770 0.05 -0.16 0.02
C 1.21230 1.18870 -2.50380 0.12 0.51 -0.39
N 1.14020 0.00070 -1.69470 1.69 -1.21 -2.01
C 1.95450 -1.00940 -1.97170 -1.13 0.30 0.14
C 3.19560 -0.90780 -2.62280 0.88 -0.07 -0.49
C 3.99300 -1.88430 -3.19280 -0.56 0.28 0.13
C 3.68500 -3.22100 -3.43200 0.28 -0.31 -0.25
C 2.59050 -3.92110 -2.96330 -0.09 0.24 0.40
C 1.65620 -3.53090 -2.00440 0.17 -0.56 -0.48
C 1.48300 -2.29250 -1.37270 0.05 0.36 0.78
N 0.79680 -2.10170 -0.25550 1.15 -0.96 -0.90
C 0.48220 -3.23600 0.58000 0.00 -0.46 0.29
C 0.70620 -2.92990 2.07070 -0.12 0.12 -0.23
C -0.07480 -1.67800 2.54790 0.10 -0.15 0.44
N -0.86280 -1.14680 1.47100 -1.84 -1.41 0.42
C -2.08690 -1.57280 1.21210 0.85 0.86 0.34
C -2.78530 -2.53700 1.95750 -0.65 -0.64 0.25
C -4.12220 -2.92500 1.90390 0.62 0.28 0.03
C -5.16790 -2.36410 1.19680 -0.52 0.06 -0.14
C -5.09120 -1.32510 0.27130 0.36 -0.24 0.07
C -3.96640 -0.76440 -0.30760 -0.42 0.21 0.01
C -2.59730 -1.00800 -0.06590 0.42 -0.49 -0.61
N -1.63470 -0.74970 -0.94820 -1.93 -0.46 0.09
C -2.01460 -0.57380 -2.34010 -0.27 -0.01 -0.53
C -0.99160 -1.21940 -3.29960 0.02 -0.02 0.06
H -0.57840 -0.19590 -5.15140 0.08 -0.03 0.03
H 0.84670 -0.84180 -4.34160 -0.03 -0.01 -0.16
H 0.59110 1.68100 -4.50530 -0.03 0.13 0.03
H -0.73360 1.57170 -3.36620 0.00 0.06 -0.01
H 2.21300 1.33400 -2.93370 -0.20 0.03 0.20
H 0.98330 2.06020 -1.88420 0.22 -0.10 -0.08
H 3.61820 0.09200 -2.65350 -0.07 -0.08 0.07
H 4.94950 -1.54100 -3.57170 -0.01 0.03 -0.03
H 4.38540 -3.77010 -4.04960 0.01 -0.03 -0.03
H 2.48900 -4.94310 -3.31710 0.00 0.03 0.02
H 0.95290 -4.30450 -1.71520 0.00 0.09 0.04
H -0.56010 -3.56100 0.42780 0.18 0.03 -0.06
H 1.13600 -4.08760 0.33990 -0.19 0.12 -0.04
H 0.40010 -3.81060 2.64060 0.02 -0.03 0.00
H 1.77490 -2.78580 2.23920 0.00 0.01 0.02
H -0.68440 -1.92210 3.43130 0.10 0.10 -0.16
H 0.63750 -0.90380 2.85580 -0.19 -0.09 -0.04
H -2.19690 -3.09680 2.67580 0.11 0.05 -0.09
H -4.38740 -3.75340 2.55500 0.04 0.05 0.02
H -6.15370 -2.77620 1.38410 0.00 0.07 0.02
H -6.04330 -0.96060 -0.10120 0.02 0.03 -0.06
H -4.15570 -0.02260 -1.07390 0.01 -0.02 -0.03
H -2.97990 -1.08130 -2.50220 0.18 0.20 0.03
H -2.15000 0.48990 -2.56190 -0.08 -0.12 0.07
H -0.36550 -1.87750 -2.69390 -0.20 -0.04 -0.19
H -1.54390 -1.86360 -3.99230 0.05 -0.06 0.13
O 4.58250 0.38740 5.09620 -0.16 -0.01 0.33
C 5.22970 0.49250 3.83690 0.29 0.08 -0.27
C 4.19300 0.43440 2.74750 -0.20 0.23 0.10
C 4.26590 -0.51270 1.70280 -0.14 -0.08 -0.16
C 3.19960 -0.62520 0.83420 0.53 -0.19 0.01
N 2.09450 0.11340 0.88560 -0.11 0.38 0.60
C 2.06100 1.11000 1.83080 -0.03 0.27 0.15
C 3.10530 1.26750 2.76980 0.25 -0.15 -0.07
C 0.85570 1.85720 1.90300 0.28 -0.05 0.39
C 0.73300 3.04010 2.65620 -0.34 0.13 -0.06
C -0.49850 3.60640 2.84180 0.27 -0.18 0.10
C -0.63710 4.87300 3.63760 -0.16 0.03 -0.23
O -0.33700 4.68610 5.01500 -0.03 -0.03 0.37
C -1.62640 2.92670 2.33060 0.04 -0.21 -0.28
C -1.42790 1.82470 1.52910 -0.75 0.45 0.40
N -0.22590 1.31870 1.25970 0.71 1.16 0.80
H 5.23900 0.47940 5.79450 -0.01 0.02 -0.09
H 5.95120 -0.33010 3.71840 -0.11 0.14 -0.12
H 5.78260 1.44450 3.77910 -0.05 -0.15 0.00
H 5.12190 -1.16130 1.59740 0.05 -0.12 -0.02
H 3.24640 -1.37190 0.05220 -0.03 -0.03 0.10
H 2.99590 1.99390 3.55940 0.00 0.04 0.12
H 1.61440 3.51710 3.05760 0.06 0.03 0.03
H -1.65720 5.26760 3.52650 0.16 0.05 -0.07
H 0.07670 5.62180 3.28600 -0.13 -0.02 -0.01
H -0.86380 3.93930 5.32150 0.10 0.01 -0.01
H -2.62160 3.30540 2.51380 -0.10 -0.03 -0.07
H -2.27460 1.30610 1.08780 0.13 0.18 0.05
C -8.35590 3.26720 -2.87440 0.06 0.01 0.00
C -7.04490 3.99530 -2.84030 -0.10 0.21 -0.04
C -7.03430 5.38340 -2.89660 -0.07 -0.06 0.01
C -5.83480 6.07260 -2.89600 -0.03 0.07 0.00
C -4.64650 5.38160 -2.83370 0.08 -0.03 0.05
C -4.63430 3.98470 -2.77740 -0.40 0.30 -0.03
N -3.41860 3.30660 -2.74080 0.14 -0.52 0.27
C -2.28000 3.90020 -3.27400 0.42 0.04 -0.15
C -2.33190 4.42300 -4.56710 0.01 -0.03 0.01
C -1.21000 4.97900 -5.14550 -0.08 0.08 -0.07
C -0.02750 5.06060 -4.42660 0.21 0.06 -0.09
C 0.02880 4.54410 -3.14470 -0.03 0.10 -0.03
C -1.07470 3.93630 -2.56310 -0.02 -0.06 0.13
C -0.88100 3.21750 -1.22560 0.06 0.52 -0.18
O -0.05700 3.68480 -0.43510 0.16 0.21 -0.06
O -1.53780 2.14610 -1.10070 -0.40 -0.34 -0.14
C -5.84810 3.28140 -2.78750 0.28 0.07 0.02
C -5.84780 1.78070 -2.75720 -0.03 0.17 -0.02
H -9.18460 3.97090 -2.85020 -0.07 0.01 0.01
H -8.44150 2.59520 -2.02280 -0.11 -0.13 0.05
H -8.44070 2.66960 -3.78320 -0.07 -0.09 -0.01
H -7.96950 5.92610 -2.93690 -0.08 0.00 -0.01
H -5.82810 7.15280 -2.93310 0.00 0.09 0.00
H -3.70510 5.91380 -2.81950 -0.01 0.00 0.01
H -3.19310 2.71690 -1.93670 -0.05 0.07 -0.09
H -3.26790 4.37710 -5.10780 -0.02 -0.03 -0.06
H -1.26080 5.34410 -6.16350 0.00 0.06 -0.02
H 0.84630 5.51420 -4.87410 0.07 0.02 0.00
H 0.93460 4.60380 -2.55810 0.07 -0.05 0.06
H -4.85670 1.40150 -2.99280 0.04 -0.08 0.00
H -6.55620 1.38530 -3.48360 -0.05 -0.12 -0.01
H -6.13990 1.41700 -1.77110 0.00 -0.15 0.07
```
Forces are in eV/Å.

The charge is -1. Its spin multiplicity is 3. As for the energy above the lowest of the compared OMol25 structures with the same formula, charge and spin: 14.1 kcal/mol.